(1)
Here is C25H46CeOP2 as an isolated structure at a distorted geometry from the Open Molecules 2025 dataset. Energies are from wB97M-V/def2-TZVPD.

- Kohn-Sham gap (alpha / beta) (eV) = 2.57 / 1.78
- ΔE to the lowest compared entry with this formula, charge and spin (kcal per mole) = 0.0
- highest occupied orbital energy (alpha / beta) (eV) = -11.08 / -10.90
- net charge = +2
- F_max (Eh/bohr) = 0.0855

Last column: Löwdin charge in e.
Positions of all 75 atoms, in Å:
Ce 0.699 -1.108 0.850  1.5866
C -1.656 -1.798 1.535  -0.2261
C -1.683 -1.626 0.121  -0.2371
C -0.128 -3.305 0.580  -0.2726
C -0.675 -2.794 1.850  -0.2657
C -0.765 -2.550 -0.481  -0.2691
C -2.352 -0.903 2.507  0.0323
H -2.935 -0.136 1.973  0.0996
H -1.621 -0.376 3.149  0.0766
H -3.033 -1.434 3.175  0.1218
C 0.019 -2.885 3.156  0.0216
H -0.643 -2.614 3.972  0.1210
H 0.910 -2.207 3.225  0.1082
H 0.399 -3.897 3.322  0.1208
C 1.205 -3.963 0.512  0.0096
H 1.249 -4.767 1.256  0.1282
H 2.058 -3.286 0.782  0.0996
H 1.406 -4.373 -0.476  0.1203
C -0.309 -2.430 -1.897  0.0251
H -0.691 -3.252 -2.516  0.1321
H 0.790 -2.424 -1.998  0.1083
H -0.691 -1.507 -2.351  0.0933
C -2.414 -0.540 -0.604  0.0192
H -3.253 -0.881 -1.212  0.1284
H -1.732 0.000 -1.269  0.0661
H -2.802 0.212 0.090  0.0803
C 0.181 3.638 -0.057  -0.1012
C -1.139 3.467 0.020  -0.1073
C -2.120 3.191 -1.074  -0.1753
C -1.520 3.153 -2.505  -0.1825
C -0.617 1.997 -2.816  -0.1058
C 0.703 1.830 -2.634  -0.1098
C 1.675 2.673 -1.882  -0.2101
C 1.047 3.925 -1.238  -0.2021
H -2.916 3.951 -1.084  0.1257
H -1.070 4.122 -2.742  0.1094
H -2.624 2.226 -0.877  0.0898
H 0.495 4.480 -1.995  0.0768
H 0.749 3.571 0.878  0.1001
H -1.594 3.508 1.013  0.1030
H 1.867 4.572 -0.886  0.1141
H 2.189 2.073 -1.103  0.1118
H 1.147 0.908 -3.034  0.1027
H 2.496 2.988 -2.565  0.0230
H -2.383 3.047 -3.183  0.1213
H -1.168 1.164 -3.272  0.1011
P 3.863 4.298 -3.957  0.8116
P 5.315 2.682 -6.019  0.7739
C 4.805 5.323 -5.216  -0.4292
C 5.870 4.473 -5.904  -0.4523
H 5.255 6.184 -4.695  0.0770
H 4.078 5.709 -5.949  0.0760
H 6.083 4.851 -6.916  0.0799
H 6.801 4.483 -5.321  0.0767
C 6.894 2.102 -6.765  -0.3347
H 6.779 1.062 -7.097  0.0321
H 7.688 2.127 -6.008  0.0339
H 7.202 2.718 -7.623  0.0450
C 4.389 2.905 -7.596  -0.3152
H 4.959 3.518 -8.307  0.0447
H 3.421 3.380 -7.400  0.0256
H 4.204 1.919 -8.038  0.0352
C 4.575 5.138 -2.461  -0.2892
H 4.046 4.819 -1.551  0.0131
H 4.516 6.231 -2.582  0.0445
H 5.628 4.827 -2.390  0.0430
C 2.264 5.226 -4.183  -0.2765
H 1.906 5.029 -5.203  0.0423
H 2.425 6.304 -4.035  0.0549
H 1.512 4.857 -3.479  -0.0113
C 0.522 1.214 3.361  -0.0775
O 0.891 0.322 2.309  -0.4339
H -0.282 0.750 3.969  0.0893
H 0.166 2.155 2.912  0.0947
H 1.410 1.385 3.997  0.1131



(2)
Here is an isolated ion of composition C6H10N and charge +1 at a distorted geometry from the Open Molecules 2025 dataset. Energies are from wB97M-V/def2-TZVPD.

- structure (SMILES) = C#C[C@H](C)[N+](=C)C
- Kohn-Sham gap (eV) = 9.59
- ΔE to the lowest compared entry with this formula, charge and spin (kcal per mole) = 55.4
- highest occupied orbital energy (eV) = -14.52
- net charge = +1
- F_max (Eh/bohr) = 0.0703

Last column: Löwdin charge in e.
Positions of all 17 atoms, in Å:
C -3.025 0.676 -0.116  0.1972
C -1.960 0.111 -0.209  -0.1232
C -0.650 -0.354 -0.438  -0.3195
C -0.489 -1.668 0.341  -0.0154
N 0.388 0.632 -0.095  -0.0797
C 0.101 1.777 0.360  0.1891
C 1.814 0.426 -0.412  0.0221
H -3.924 1.255 -0.249  0.0679
H -0.560 -0.584 -1.469  0.1619
H 0.048 -2.434 -0.165  0.0753
H -0.159 -1.677 1.461  0.1413
H -1.496 -2.001 0.485  0.0751
H -0.866 2.011 0.835  0.1333
H 0.788 2.498 0.692  0.1110
H 2.050 0.397 -1.484  0.1159
H 2.365 -0.429 0.056  0.1264
H 2.309 1.341 0.063  0.1215



(3)
Here is a 2-piece molecular cluster, C5H11NO overall at a distorted geometry from the Open Molecules 2025 dataset. Energies are from wB97M-V/def2-TZVPD.

- structure (SMILES) = CC(N)=O.C=CC
- Kohn-Sham gap (eV) = 10.28
- ΔE to the lowest compared entry with this formula, charge and spin (kcal per mole) = 29.1
- highest occupied orbital energy (eV) = -9.49
- net charge = 0
- F_max (Eh/bohr) = 0.0603

Last column: Löwdin charge in e.
Positions of all 18 atoms, in Å:
C 0.292 2.099 1.140  -0.0160
C 1.332 1.026 1.233  -0.5286
N 0.732 -0.202 1.738  0.1002
O 2.543 1.107 1.075  0.0440
H 0.090 2.483 2.140  0.0919
H -0.572 1.584 0.794  0.0606
H 0.662 2.874 0.476  0.0883
H -0.039 -0.089 2.383  0.0781
H 1.406 -0.867 2.103  0.0858
C -2.667 -0.937 -1.274  -0.0224
C -1.495 -1.596 -1.414  -0.2613
C -0.551 -1.491 -2.546  -0.1256
H -3.258 -1.024 -0.371  0.0400
H -3.076 -0.307 -2.050  0.0451
H -1.256 -2.235 -0.558  0.0892
H -0.514 -2.456 -3.086  0.0785
H -0.853 -0.754 -3.276  0.0646
H 0.475 -1.260 -2.158  0.0874



(4)
Here is C8H6N2O4SY as an isolated structure at a distorted geometry from the Open Molecules 2025 dataset. Energies are from wB97M-V/def2-TZVPD.

- Kohn-Sham gap (eV) = 7.30
- highest occupied orbital energy (eV) = -21.11
- net charge = +3
- F_max (Eh/bohr) = 0.1678

Last column: Löwdin charge in e.
Positions of all 22 atoms, in Å:
O 0.213 -3.071 -3.050  0.2437
C 0.189 -2.158 -2.315  0.0247
Y 0.154 -0.201 -0.842  1.1940
O -3.498 -0.049 -4.828  0.0915
C -2.713 -0.027 -4.005  -0.0007
C 1.250 -0.041 -2.970  -0.0539
O 1.666 -0.034 -4.055  0.2691
C 0.092 1.945 -1.723  -0.0009
O 0.135 3.039 -2.121  0.2594
C 0.470 -1.799 2.225  0.0319
N 0.198 -0.355 2.062  -0.1309
C -0.835 0.374 2.659  0.0563
C -0.708 1.651 2.235  0.0346
N 0.382 1.713 1.377  0.0850
C 1.024 0.496 1.379  -0.7935
S 2.388 0.004 0.410  0.8132
H 0.118 -2.362 1.326  0.1024
H 1.561 -1.957 2.338  0.1196
H -0.064 -2.165 3.119  0.1381
H -1.531 -0.092 3.322  0.1620
H -1.288 2.525 2.476  0.1633
H 0.799 2.564 0.983  0.1908



(5)
Here is a 3-piece molecular cluster, C3H12N2O3 overall at a distorted geometry from the Open Molecules 2025 dataset. Energies are from wB97M-V/def2-TZVPD.

- structure (SMILES) = CCNC(N)=O.O.O
- Kohn-Sham gap (eV) = 9.89
- ΔE to the lowest compared entry with this formula, charge and spin (kcal per mole) = 10.3
- highest occupied orbital energy (eV) = -9.47
- net charge = 0
- F_max (Eh/bohr) = 0.0542

Last column: Löwdin charge in e.
Positions of all 20 atoms, in Å:
C 1.511 -1.865 -0.702  -0.1022
C 1.147 -0.991 0.481  -0.2415
N 1.455 0.433 0.257  0.0577
C 0.633 1.517 0.054  -0.5966
N -0.768 1.358 0.184  0.1352
O 1.094 2.563 -0.348  0.0355
H 2.578 -1.837 -0.936  0.0714
H 0.975 -1.609 -1.655  0.0835
H 1.156 -2.892 -0.652  0.0678
H 0.121 -1.200 0.815  0.0798
H 1.764 -1.228 1.357  0.1126
H 2.395 0.572 -0.076  0.1347
H -1.209 2.259 0.091  0.1018
H -1.174 0.688 0.846  0.0519
O -1.967 -0.965 1.248  -0.1233
H -2.524 -0.640 1.969  0.0618
H -2.685 -0.963 0.525  0.0847
O -2.038 -1.050 -1.216  -0.0701
H -1.529 -1.866 -1.136  0.0474
H -1.417 -0.363 -0.916  0.0080



(6)
Here is a 2-piece molecular cluster, C4H6Cl2O2 overall at a distorted geometry from the Open Molecules 2025 dataset. Energies are from wB97M-V/def2-TZVPD.

- Kohn-Sham gap (alpha / beta) (eV) = 6.41 / 9.32
- ΔE to the lowest compared entry with this formula, charge and spin (kcal per mole) = 137.8
- highest occupied orbital energy (alpha / beta) (eV) = -7.66 / -9.10
- net charge = 0
- F_max (Eh/bohr) = 0.0815

Last column: Löwdin charge in e.
Positions of all 14 atoms, in Å:
C -0.964 0.381 -0.008  -0.2343
C -0.470 1.569 -0.033  0.1574
C -2.384 -0.234 -0.059  -0.3169
C 2.439 0.090 0.350  -1.0775
O -2.432 -1.304 -0.885  -0.0548
O 3.017 -0.059 1.492  -0.1205
Cl 1.473 -1.285 -0.293  0.6273
Cl 3.519 0.548 -1.020  0.5232
H -0.196 -0.348 -0.141  -0.0823
H 0.238 2.245 0.134  -0.0203
H -3.088 0.690 -0.147  0.1344
H -2.781 -0.637 0.913  0.1274
H -2.399 -1.166 -1.849  0.1157
H 4.029 -0.489 1.546  0.2214



Q: What is the F_max in the fifth record?
A: 0.0542 Eh/bohr